{
  "formula": "C17H30NO2S",
  "method": "the ωB97M-V functional and the def2-TZVPD basis",
  "elements": ["C", "C", "C", "C", "C", "S", "C", "C", "C", "O", "C", "C", "C", "C", "N", "C", "C", "C", "C", "O", "C", "H", "H", "H", "H", "H", "H", "H", "H", "H", "H", "H", "H", "H", "H", "H", "H", "H", "H", "H", "H", "H", "H", "H", "H", "H", "H", "H", "H", "H", "H"],
  "coordinates": [[-0.741725, -2.756758, -0.286181], [-1.614288, -2.543914, -1.517987], [-2.664249, -1.441022, -1.364260], [-3.794259, -1.757605, -0.377026], [-3.573037, -1.256471, 1.045411], [-3.590587, 0.578018, 1.133903], [-1.895242, 1.012893, 0.921418], [-0.853973, 0.330972, 1.528424], [0.459647, 0.703745, 1.296123], [1.555660, 0.017129, 1.826696], [1.327292, -0.920516, 2.863404], [0.751014, 1.791769, 0.474387], [2.176453, 2.193426, 0.181841], [2.804116, 1.302574, -0.893461], [3.169037, -0.030277, -0.335682], [2.919496, -1.125621, -1.282831], [4.557775, -0.051224, 0.146572], [-0.301446, 2.509408, -0.084251], [-1.623515, 2.148639, 0.133420], [-2.700027, 2.780991, -0.368379], [-2.522099, 3.946389, -1.140167], [-0.302709, -1.811913, 0.032874], [0.058680, -3.460600, -0.508319], [-1.325208, -3.167077, 0.533472], [-2.113742, -3.481288, -1.768100], [-0.971831, -2.284356, -2.364352], [-2.175765, -0.507771, -1.074993], [-3.108031, -1.278713, -2.348028], [-3.952968, -2.837971, -0.338672], [-4.717897, -1.305387, -0.741514], [-4.404761, -1.563721, 1.678690], [-2.648441, -1.623112, 1.477792], [-1.079151, -0.490642, 2.187027], [2.312638, -1.198562, 3.234377], [0.751957, -0.473599, 3.675056], [0.813728, -1.810782, 2.489966], [2.186347, 3.222083, -0.177127], [2.770322, 2.154660, 1.097076], [2.081502, 1.161275, -1.699170], [3.699974, 1.764374, -1.312755], [2.551092, -0.161313, 0.507891], [3.508397, -0.980163, -2.187761], [1.863768, -1.159883, -1.545782], [3.196559, -2.077956, -0.834447], [4.763310, -0.989339, 0.658348], [5.247035, 0.049871, -0.691073], [4.722928, 0.767849, 0.843124], [-0.068991, 3.362976, -0.700405], [-1.967836, 3.737718, -2.060717], [-3.525429, 4.282488, -1.393213], [-2.011535, 4.728301, -0.570615]],
  "atomic_forces_ev_per_a": [[-0.08, -0.08, -0.26], [0.02, 0.22, 0.09], [-0.06, -0.24, -0.10], [0.15, 0.13, -0.03], [-0.06, 0.43, -0.13], [-0.13, -0.31, 0.14], [-0.18, 0.22, -0.03], [0.12, 0.05, 0.02], [0.05, 0.21, -0.19], [-0.15, 0.39, -0.31], [0.00, -0.32, 0.28], [0.09, -0.22, 0.29], [-0.12, -0.16, -0.03], [-0.18, 0.78, -0.19], [-0.31, -0.07, 0.29], [-0.16, -0.57, -0.45], [0.67, 0.01, 0.31], [-0.14, 0.02, -0.04], [0.09, -0.35, 0.13], [0.00, -0.19, 0.16], [0.04, 0.26, -0.17], [0.07, 0.09, 0.09], [0.09, -0.09, 0.07], [0.01, -0.03, 0.20], [0.01, -0.04, -0.10], [-0.02, -0.07, -0.05], [-0.01, 0.06, -0.11], [0.02, 0.09, 0.00], [-0.08, -0.09, -0.03], [-0.04, -0.09, 0.03], [0.09, -0.01, 0.10], [-0.01, -0.11, 0.11], [-0.02, -0.11, 0.05], [-0.08, -0.03, 0.02], [0.01, 0.03, -0.04], [-0.01, 0.06, 0.01], [0.08, -0.02, 0.00], [0.09, 0.10, -0.01], [0.10, -0.11, 0.05], [0.03, -0.17, 0.01], [0.20, -0.09, -0.25], [0.02, 0.10, 0.06], [-0.01, 0.11, 0.08], [0.03, 0.06, 0.08], [-0.11, -0.02, -0.02], [-0.12, 0.01, -0.05], [-0.09, 0.03, -0.02], [0.01, 0.14, -0.09], [-0.01, 0.00, 0.04], [0.10, 0.02, -0.01], [-0.01, -0.03, -0.01]],
  "total_charge": 1,
  "relative_energy_ev": 0.099,
  "smiles": "CCCCCSc1cc(OC)c(CC[NH+](C)C)cc1OC",
  "e_lumo_ev": -2.34,
  "gap_ha": 0.298
}

---

{
  "formula": "C17H31BrInNO4SeSi",
  "method": "the ωB97M-V functional and the def2-TZVPD basis",
  "elements": ["In", "C", "C", "O", "C", "C", "O", "C", "C", "O", "C", "C", "O", "H", "H", "H", "H", "H", "H", "H", "H", "H", "H", "H", "H", "H", "H", "H", "H", "C", "C", "C", "C", "C", "Br", "N", "C", "H", "H", "H", "H", "H", "H", "C", "Si", "C", "C", "Se", "H", "H", "H", "H", "H", "H", "H", "H", "H"],
  "coordinates": [[0.050626, 0.400297, 0.444484], [-2.194674, -0.740505, 2.370327], [-2.895030, -0.199320, 1.161056], [-2.185757, 0.959979, 0.679595], [-2.572669, 2.200327, 1.316848], [-1.343799, 3.015442, 1.648816], [-0.422290, 2.100967, 2.251067], [0.756924, 2.708120, 2.821277], [1.515741, 1.604990, 3.571315], [1.186104, 0.330580, 3.023933], [0.461481, -0.550762, 3.861224], [-0.037134, -1.658033, 2.965868], [-0.903313, -1.175383, 1.904772], [-2.743299, -1.578080, 2.801813], [-2.077045, 0.042266, 3.124378], [-3.938977, 0.033738, 1.365469], [-2.854650, -0.932185, 0.358387], [-3.129010, 1.976209, 2.227603], [-3.216227, 2.760583, 0.639561], [-1.616306, 3.806344, 2.348155], [-0.893064, 3.474868, 0.765993], [0.457703, 3.492935, 3.515173], [1.358383, 3.155125, 2.026212], [1.281202, 1.623398, 4.634986], [2.586881, 1.756357, 3.452096], [-0.349259, -0.025001, 4.373165], [1.122052, -0.987237, 4.613311], [-0.577012, -2.400874, 3.552586], [0.803415, -2.136496, 2.464546], [-2.002983, -4.222336, -2.548239], [-1.827907, -2.730916, -2.484972], [-2.271534, -1.881366, -3.494061], [-2.078498, -0.509801, -3.407632], [-1.444070, -0.037378, -2.282473], [-1.071110, 1.811104, -2.076080], [-1.025709, -0.813928, -1.289991], [-1.207930, -2.136339, -1.394308], [-2.466845, -4.525012, -3.483907], [-2.631535, -4.573173, -1.728451], [-1.041506, -4.729331, -2.462886], [-2.767535, -2.293947, -4.364356], [-2.401887, 0.161225, -4.190478], [-0.836884, -2.732202, -0.568153], [1.968881, -0.029020, -3.519531], [3.274160, 0.428604, -2.291778], [4.684763, -0.754616, -2.146721], [3.690577, 2.221117, -2.187273], [2.399407, -0.125542, -0.119802], [2.384510, 0.012866, -4.532303], [1.124979, 0.662468, -3.480127], [1.614641, -1.045467, -3.344149], [5.393467, -0.610764, -2.967736], [4.326230, -1.783550, -2.181443], [5.225759, -0.603205, -1.211342], [4.346537, 2.497316, -3.019427], [4.216376, 2.443736, -1.258743], [2.794658, 2.840799, -2.247638]],
  "atomic_forces_ev_per_a": [[0.02, -0.43, 0.29], [0.02, 0.07, 0.03], [-0.18, -0.17, -0.06], [0.08, 0.02, 0.11], [-0.06, 0.20, 0.02], [0.13, -0.19, 0.13], [0.08, -0.01, -0.39], [-0.08, -0.14, -0.04], [-0.06, -0.16, -0.06], [0.13, 0.12, -0.39], [0.12, 0.06, -0.15], [0.05, -0.10, 0.15], [0.21, 0.34, 0.09], [0.06, -0.11, -0.03], [-0.01, -0.08, 0.02], [0.03, 0.16, -0.01], [-0.11, 0.04, -0.02], [0.06, -0.06, -0.01], [-0.07, -0.07, -0.05], [0.00, 0.05, 0.02], [0.02, 0.03, -0.08], [-0.05, 0.07, -0.03], [-0.01, -0.06, -0.05], [-0.05, 0.00, 0.02], [0.03, 0.01, 0.06], [-0.02, -0.02, 0.02], [-0.03, -0.05, 0.10], [-0.07, -0.06, -0.07], [-0.03, 0.01, -0.03], [0.01, 0.05, 0.05], [0.01, -0.08, 0.02], [-0.02, 0.00, -0.06], [0.00, -0.01, -0.07], [0.06, -0.03, 0.10], [0.01, 0.16, -0.15], [-0.03, 0.24, 0.09], [0.08, 0.01, 0.02], [0.00, 0.01, 0.00], [-0.01, 0.00, -0.02], [0.00, 0.01, -0.02], [0.01, 0.01, 0.01], [0.00, -0.01, 0.01], [0.00, 0.00, 0.01], [0.09, 0.05, -0.35], [-0.58, -0.14, 0.71], [0.16, 0.03, -0.19], [0.16, 0.10, -0.26], [-0.18, 0.18, 0.44], [-0.08, -0.01, 0.03], [0.09, -0.04, -0.02], [0.01, -0.02, 0.00], [-0.02, -0.02, 0.03], [0.03, -0.02, 0.00], [0.03, -0.01, -0.02], [-0.04, 0.05, 0.04], [0.00, -0.01, -0.01], [0.01, 0.01, 0.02]],
  "total_charge": 2,
  "e_lumo_ev": -6.48,
  "gap_ha": 0.287
}

---

{
  "formula": "C17H31Cl3IrO2P2",
  "method": "the ωB97M-V functional and the def2-TZVPD basis",
  "elements": ["P", "P", "C", "C", "H", "H", "H", "H", "C", "H", "H", "H", "C", "H", "H", "H", "C", "H", "H", "H", "C", "H", "H", "H", "Ir", "C", "C", "C", "C", "C", "C", "C", "C", "C", "H", "H", "H", "H", "H", "H", "H", "H", "H", "H", "H", "H", "H", "H", "H", "Cl", "C", "Cl", "Cl", "C", "O", "O"],
  "coordinates": [[0.022220, -2.006022, -1.731388], [0.104641, 1.819106, -1.677323], [-0.276413, -0.770877, -3.135279], [0.438246, 0.575710, -3.137447], [-1.369443, -0.648374, -3.221418], [0.042114, -1.330035, -4.037702], [1.541805, 0.465199, -3.234787], [0.109602, 1.135248, -4.043101], [-1.332524, 2.606507, -2.555352], [-1.740071, 3.401692, -1.907197], [-2.147668, 1.920139, -2.847137], [-0.931630, 3.069184, -3.468152], [1.493412, 2.824551, -2.311730], [1.219142, 3.251996, -3.283092], [2.406940, 2.198995, -2.431412], [1.679570, 3.633798, -1.616352], [-1.189767, -3.126850, -2.528847], [-1.283290, -4.036366, -1.948864], [-0.808473, -3.382288, -3.524218], [-2.168024, -2.610900, -2.641049], [1.606421, -2.633737, -2.414425], [2.342104, -1.844233, -2.640588], [1.368404, -3.157570, -3.344530], [2.021434, -3.359173, -1.696682], [-0.032651, -0.526662, 2.536161], [0.552172, 1.843255, 0.397296], [-0.609269, 1.046916, 1.021118], [-1.647460, 0.311915, 0.140680], [-1.773016, -1.164494, 0.503089], [-0.488393, -1.804451, 0.940413], [0.910411, -1.353676, 0.943532], [1.612384, -0.377885, 0.001133], [1.916739, 1.045610, 0.497583], [0.448830, -1.851088, 3.897773], [0.621171, 2.853401, 0.876211], [-1.242988, 1.770239, 1.585744], [-1.436966, 0.410113, -0.954362], [-2.644169, 0.789782, 0.273568], [-2.456526, -1.238842, 1.389209], [-2.350752, -1.787065, -0.215104], [-0.554621, -2.863580, 1.184210], [1.538403, -2.245755, 1.137584], [0.922424, -0.211953, -0.863193], [2.492263, -0.913724, -0.401572], [2.463549, 0.992373, 1.464334], [2.631785, 1.521955, -0.169713], [1.378157, -1.526350, 4.397461], [0.564101, -2.846559, 3.438237], [-0.381604, -1.840332, 4.628294], [-1.081873, 0.816352, 7.034746], [-0.855868, 2.042982, 5.766127], [-2.245942, 3.133931, 5.670417], [0.608547, 2.968135, 6.095210], [-0.735371, 1.235585, 4.393387], [-1.747148, 0.810432, 3.810153], [0.474911, 0.963713, 3.958366]],
  "atomic_forces_ev_per_a": [[-0.06, 0.05, -4.76], [0.52, -1.09, -2.80], [-0.19, 1.29, 0.45], [0.23, -0.06, -0.67], [0.37, 0.08, 0.14], [-0.09, -0.09, 0.59], [-0.70, -0.16, 0.13], [0.28, -0.41, 0.40], [-0.26, 0.82, 0.79], [-0.08, -0.22, -0.43], [0.50, 0.10, 0.42], [-0.15, -0.06, 0.30], [0.37, 0.11, 0.55], [0.12, -0.16, 0.22], [-0.62, 0.58, 0.19], [0.32, 0.31, 0.02], [-0.78, -0.45, 0.97], [-0.36, -0.32, -0.06], [0.04, 0.15, 0.26], [0.61, -0.48, 0.26], [0.68, -0.47, 1.18], [-0.41, -0.23, 0.35], [-0.10, 0.03, 0.20], [0.23, 0.18, -0.45], [1.31, 2.57, 1.37], [0.77, -0.28, 2.19], [-1.57, 3.05, -1.57], [-0.60, -0.53, -0.91], [-1.75, -0.41, 0.36], [0.47, -0.22, -0.06], [-0.18, -0.90, -1.25], [-0.04, -0.19, -0.68], [-0.51, 0.06, -0.42], [0.21, -1.66, 1.60], [-0.01, -0.89, -0.34], [0.81, -0.78, 0.50], [0.01, -0.18, 1.00], [0.69, -0.25, 0.05], [0.46, 0.04, -0.45], [0.52, 0.49, -0.04], [-0.26, 0.11, 0.26], [-0.16, 0.70, 0.57], [0.50, -0.05, 0.37], [-0.22, 0.46, 0.33], [-0.80, 0.36, -0.14], [0.12, -0.09, -0.16], [-0.25, -0.05, -0.18], [0.01, 0.31, 0.20], [0.36, -0.03, -0.08], [-0.03, 0.08, -0.36], [0.04, -0.12, -0.78], [0.22, -0.33, -0.02], [-0.16, -0.19, -0.21], [0.20, 0.32, 0.60], [1.09, -0.30, 0.14], [-1.73, -0.63, -0.16]],
  "total_charge": 2,
  "relative_energy_ev": 1.614,
  "multiplicity": 6,
  "e_lumo_ev": [-6.08, -10.02],
  "gap_ha": [0.197, 0.198],
  "s2": 8.7696
}

---

{
  "formula": "C17H31Cl3O2OsP2",
  "method": "the ωB97M-V functional and the def2-TZVPD basis",
  "elements": ["P", "P", "C", "C", "H", "H", "H", "H", "C", "H", "H", "H", "C", "H", "H", "H", "C", "H", "H", "H", "C", "H", "H", "H", "Os", "C", "C", "C", "C", "C", "C", "C", "C", "C", "H", "H", "H", "H", "H", "H", "H", "H", "H", "H", "H", "H", "H", "H", "H", "Cl", "C", "Cl", "Cl", "C", "O", "O"],
  "coordinates": [[-1.732697, 1.737959, 1.143746], [-1.199413, -0.993607, 0.074744], [-3.188918, 0.884385, 0.426206], [-3.038476, -0.613729, 0.474761], [-3.227300, 1.210098, -0.623829], [-4.059535, 1.255369, 0.988888], [-3.232315, -1.033588, 1.478017], [-3.703512, -1.079869, -0.272839], [-1.580440, -2.191280, -1.382909], [-0.640490, -2.611065, -1.780776], [-2.165565, -1.729744, -2.252845], [-2.183327, -3.027775, -0.995881], [-0.982685, -2.342267, 1.310904], [-1.865173, -3.001646, 1.267289], [-0.866385, -1.838048, 2.286606], [-0.085359, -2.917627, 1.040483], [-1.695794, 3.057820, -0.112883], [-1.134432, 3.931754, 0.228068], [-2.727793, 3.338893, -0.344000], [-1.232488, 2.653126, -1.026872], [-2.331049, 2.193037, 2.774131], [-1.824799, 1.453791, 3.425828], [-3.408866, 2.103096, 2.961855], [-1.952225, 3.195800, 2.975984], [0.083232, 0.879544, 1.794152], [1.975131, -2.457956, -1.657188], [1.945268, -1.540990, -2.646775], [1.101892, -1.483600, -3.862630], [0.456593, -0.077411, -4.075589], [-0.671366, 0.393382, -3.146789], [-1.758028, -0.243747, -2.739394], [1.598455, -0.521196, -0.200970], [2.166003, -1.958684, -0.267720], [0.366415, 1.723572, 3.625958], [1.942207, -3.545802, -1.808932], [2.536817, -0.615989, -2.529844], [0.330097, -2.264968, -3.872717], [1.760171, -1.582722, -4.743599], [1.273128, 0.657306, -4.025420], [0.084472, 0.024924, -5.114425], [-0.621846, 1.470238, -3.006246], [0.786320, -0.364015, -0.951974], [1.219415, -0.440492, 0.850353], [2.329526, 0.276503, -0.364144], [3.216184, -1.920460, 0.059714], [1.687606, -2.612704, 0.481538], [0.705323, 0.855191, 4.231561], [-0.455415, 2.188447, 4.176635], [1.169713, 2.465227, 3.629668], [5.233230, 0.372864, 0.274235], [4.263879, 1.145019, 1.410983], [4.693459, 2.671946, 1.942803], [1.223705, 2.757371, 0.811914], [3.352550, 0.256474, 2.330012], [3.962501, -0.701676, 2.812803], [2.102400, 0.559520, 2.517356]],
  "atomic_forces_ev_per_a": [[-4.86, 2.15, -1.64], [-3.63, -1.74, -0.03], [0.10, -0.14, -0.07], [0.72, -0.45, -0.15], [-0.27, -0.13, 0.34], [0.15, -0.09, -0.47], [-0.05, 0.19, -0.44], [0.34, -0.04, 0.46], [0.69, -0.76, 0.05], [-0.20, -0.06, 0.16], [0.63, -0.87, 1.37], [0.25, 0.19, 0.02], [0.15, 0.03, -0.19], [0.44, 0.20, 0.29], [-0.04, -0.62, -0.21], [-0.38, 0.02, 0.48], [0.19, 0.62, 0.35], [-0.08, -0.18, -0.20], [0.13, -0.02, 0.11], [-0.09, 0.11, 0.42], [-0.54, 0.03, 0.75], [-0.93, 0.72, -0.15], [0.21, 0.27, -0.45], [-0.12, -0.09, 0.42], [3.59, -0.34, 0.85], [1.15, -1.74, 2.19], [-0.38, 1.88, -2.19], [-0.81, -0.07, -0.14], [0.55, 0.43, -0.05], [0.09, -1.96, -0.62], [0.50, 4.09, -0.83], [0.48, -0.04, -0.22], [-0.35, 0.48, -0.19], [-0.23, 0.22, 2.24], [-0.43, 0.40, -0.29], [-0.09, -0.42, 0.25], [0.42, 0.04, -0.13], [0.06, -0.27, 0.18], [-0.19, -0.10, 0.08], [0.13, -0.40, 0.54], [-0.72, 0.09, 0.13], [0.74, 0.00, 0.84], [0.53, -0.33, -1.27], [0.10, -0.21, 0.05], [0.11, -0.34, -0.36], [0.24, 0.07, -0.55], [-0.17, 0.47, -0.19], [0.25, -0.17, -0.32], [-0.02, -0.31, -0.36], [-0.72, 0.67, 0.36], [1.18, 0.15, 1.28], [-0.53, -1.16, -0.64], [0.54, 0.17, -0.76], [-2.78, -1.73, 1.16], [-0.17, 2.13, -1.29], [4.11, -1.06, -0.95]],
  "total_charge": 2,
  "relative_energy_ev": 8.885,
  "multiplicity": 5,
  "e_lumo_ev": [-8.71, -10.25],
  "gap_ha": [0.165, 0.143],
  "s2": 6.0191
}